{"formula": "C32H39MnN4OSb2", "method": "ωB97M-V/def2-TZVPD", "symbols": ["Mn", "C", "C", "N", "N", "C", "O", "C", "C", "C", "C", "C", "C", "C", "C", "C", "C", "C", "N", "H", "H", "H", "H", "H", "H", "H", "H", "H", "H", "H", "H", "C", "Sb", "C", "C", "C", "C", "C", "C", "C", "C", "C", "Sb", "C", "C", "H", "H", "H", "H", "H", "H", "H", "H", "H", "H", "H", "H", "H", "H", "H", "H", "H", "H", "H", "H", "C", "C", "C", "C", "N", "C", "C", "H", "H", "H", "H", "H", "H", "H"], "positions_angstrom": [[0.360, -0.414, 0.259], [-2.940, 1.736, 1.878], [-1.792, 0.839, 1.597], [-1.105, 0.866, 0.514], [-1.359, 1.735, -0.517], [-0.545, 1.439, -1.499], [0.348, 0.457, -1.402], [-0.587, 2.177, -2.760], [-1.622, 3.078, -3.020], [-1.641, 3.769, -4.217], [-0.632, 3.570, -5.153], [0.398, 2.672, -4.899], [0.419, 1.972, -3.704], [-1.358, -0.233, 2.518], [-1.974, -0.501, 3.720], [-1.491, -1.535, 4.515], [-0.396, -2.268, 4.090], [0.171, -1.955, 2.870], [-0.305, -0.974, 2.096], [-2.959, 2.553, 1.165], [-2.881, 2.135, 2.892], [-3.877, 1.176, 1.792], [-2.402, 3.225, -2.285], [-2.443, 4.466, -4.426], [-0.649, 4.117, -6.087], [1.179, 2.520, -5.632], [1.209, 1.263, -3.499], [-2.824, 0.093, 4.030], [-1.964, -1.759, 5.463], [0.018, -3.071, 4.685], [1.029, -2.496, 2.497], [-4.660, -1.461, -0.258], [-2.597, -1.924, -0.553], [-2.671, -2.120, -2.672], [-2.696, -4.039, 0.002], [-2.200, -4.922, -1.109], [-3.102, -5.419, -2.046], [-2.686, -6.190, -3.120], [-1.342, -6.494, -3.268], [-0.438, -6.029, -2.329], [-0.846, -5.243, -1.249], [0.197, -4.819, -0.243], [1.126, -2.901, -0.592], [1.731, -3.159, -2.605], [2.983, -3.356, 0.370], [-5.253, -2.117, -0.894], [-4.848, -0.423, -0.527], [-4.933, -1.619, 0.785], [-3.569, -2.668, -2.951], [-1.801, -2.659, -3.042], [-2.692, -1.121, -3.108], [-3.745, -4.218, 0.238], [-2.115, -4.136, 0.919], [-4.158, -5.199, -1.921], [-3.412, -6.572, -3.827], [-1.005, -7.107, -4.094], [0.610, -6.299, -2.419], [1.068, -5.474, -0.292], [-0.165, -4.817, 0.785], [2.346, -4.056, -2.638], [2.312, -2.297, -2.927], [0.868, -3.279, -3.253], [3.364, -4.279, -0.067], [2.841, -3.510, 1.439], [3.709, -2.558, 0.219], [6.647, 0.818, 1.033], [5.179, 0.549, 0.897], [4.356, 0.387, 2.006], [3.008, 0.157, 1.833], [2.432, 0.073, 0.626], [3.219, 0.236, -0.456], [4.571, 0.467, -0.359], [6.977, 0.749, 2.067], [6.880, 1.819, 0.664], [7.221, 0.112, 0.432], [4.759, 0.449, 3.009], [2.357, 0.041, 2.692], [2.729, 0.195, -1.419], [5.153, 0.596, -1.263]], "forces_ev_per_angstrom": [[-0.45, -0.08, -0.48], [-0.05, -0.03, 0.07], [0.00, 0.02, 0.24], [0.17, 0.49, -0.07], [0.17, -0.36, 0.09], [0.07, -0.11, -0.13], [-0.22, 0.04, 0.39], [0.02, -0.03, 0.02], [0.01, 0.02, 0.02], [0.00, 0.02, -0.03], [-0.01, 0.01, 0.00], [-0.03, 0.00, 0.04], [-0.01, -0.01, -0.09], [-0.01, 0.18, -0.08], [-0.14, -0.04, 0.19], [-0.08, 0.05, 0.05], [-0.01, -0.07, 0.06], [-0.08, 0.10, -0.05], [0.32, 0.03, 0.01], [0.00, 0.02, -0.03], [0.00, -0.01, -0.03], [0.01, 0.00, 0.01], [0.02, 0.01, -0.01], [0.04, -0.03, 0.01], [0.00, -0.01, 0.02], [-0.02, 0.01, 0.02], [0.00, 0.03, -0.01], [0.04, -0.04, 0.04], [0.01, 0.01, -0.03], [-0.03, 0.04, -0.02], [0.03, 0.00, -0.03], [0.01, 0.07, 0.06], [0.17, -0.30, -0.16], [-0.05, 0.03, 0.03], [0.06, 0.16, -0.24], [-0.09, 0.14, 0.32], [-0.13, 0.01, -0.07], [-0.10, 0.00, 0.05], [0.05, 0.01, 0.02], [0.11, 0.04, 0.01], [0.33, 0.00, 0.10], [-0.19, 0.14, -0.12], [0.37, -0.39, -0.13], [-0.02, 0.15, 0.05], [-0.06, 0.03, -0.02], [0.00, 0.04, 0.04], [-0.03, -0.03, -0.01], [-0.02, 0.00, -0.03], [0.00, 0.01, -0.05], [0.04, -0.01, 0.00], [0.00, -0.05, -0.03], [0.04, -0.12, -0.04], [-0.07, -0.09, -0.01], [0.05, -0.02, -0.03], [0.02, 0.04, 0.03], [0.00, 0.02, 0.04], [-0.06, 0.01, 0.00], [-0.06, -0.06, 0.02], [-0.02, -0.06, -0.03], [0.01, -0.02, -0.05], [0.01, -0.02, -0.02], [-0.06, -0.02, 0.00], [0.02, 0.02, 0.02], [0.01, -0.01, -0.02], [-0.04, -0.01, -0.01], [-0.06, 0.00, -0.03], [0.13, 0.03, -0.03], [0.03, 0.02, 0.09], [-0.11, -0.05, -0.01], [-0.02, 0.05, -0.04], [0.00, 0.04, 0.15], [0.08, 0.03, -0.02], [-0.02, 0.00, -0.02], [-0.02, -0.03, 0.01], [0.00, 0.01, 0.01], [0.00, 0.00, -0.04], [0.00, 0.00, -0.01], [-0.04, -0.02, -0.01], [-0.01, -0.01, 0.03]], "mulliken_spin": [4.024, -0.017, 0.007, -0.023, -0.015, -0.026, -0.001, -0.010, -0.005, 0.001, -0.001, 0.001, 0.002, 0.051, 0.001, 0.007, 0.004, 0.026, -0.111, 0.000, 0.002, 0.004, 0.000, 0.000, 0.000, 0.000, 0.000, 0.001, 0.000, 0.000, -0.003, 0.019, 0.031, 0.001, 0.006, -0.004, 0.000, -0.001, 0.001, -0.001, 0.004, 0.002, -0.074, 0.003, 0.003, 0.004, 0.001, -0.001, 0.001, -0.003, 0.000, 0.000, 0.001, 0.000, 0.000, 0.000, 0.000, -0.001, 0.000, 0.000, -0.002, 0.000, -0.001, 0.001, -0.001, -0.001, 0.002, 0.000, 0.024, 0.054, 0.020, 0.004, 0.000, 0.001, 0.001, 0.000, -0.003, -0.009, 0.001], "energy_ev": -86207.116, "charge": 2, "homo_energy_ev": [-12.85, -12.90], "e_above_lowest_kcal_mol": 0.0, "s2": 6.08, "gap_ev": [5.720, 6.004], "spin_multiplicity": 5}